Below is a 2-piece molecular cluster, C6H9N2O2 overall, with properties calculated with the ωB97M-V functional and the def2-TZVPD basis.

The geometry in XYZ format:
```
19
Properties=species:S:1:pos:R:3:forces:R:3
C 1.726 -0.535 3.721 -0.5 0.1 4.3
C 0.662 -0.091 2.841 -1.1 1.2 -3.5
C -0.860 1.188 1.893 4.0 1.2 1.0
C 0.256 -0.681 1.624 1.1 0.7 0.5
N 0.059 1.158 2.944 -2.7 -1.4 -1.2
N -0.500 0.260 0.970 -1.8 -0.7 1.4
H -1.472 2.048 1.652 0.1 -0.2 0.1
H 2.698 -0.795 3.349 0.3 0.1 -0.7
H 1.334 -1.469 4.227 0.7 0.9 -0.1
H -0.957 0.177 0.074 0.0 -0.5 -0.1
H 0.475 -1.633 1.161 0.2 0.2 0.0
H 1.872 0.284 4.582 -0.3 -1.8 -1.9
C 0.880 0.030 -3.140 -1.0 -2.3 2.2
C -0.624 -0.346 -3.402 3.5 -0.6 1.2
O -1.091 0.645 -3.939 -3.5 0.6 -1.4
O -0.967 -1.456 -2.897 -1.1 1.1 -0.8
H 1.175 -0.791 -2.439 1.2 0.7 -1.0
H 0.759 0.921 -2.593 -0.1 1.1 1.4
H 1.431 0.425 -3.945 1.0 -0.7 -1.4
```
Positions in Å, forces in eV/Å.

Values from the calculation:
- Orbital gap: 6.952 eV
- E_tot: -13443.198 eV
- ΔE to the lowest compared entry with this formula, charge and spin: 2.565 eV
- Total charge: -1

=====

Below is a 8-piece molecular cluster, C47H116BrN7O4 overall, with properties calculated with the ωB97M-V functional and the def2-TZVPD basis.

The geometry in XYZ format:
```
175
Properties=species:S:1:pos:R:3:forces:R:3
C 5.242 1.999 3.723 0.4 0.7 -0.1
C 3.842 2.000 4.331 -0.7 0.1 -0.6
C 2.800 2.751 3.470 0.6 0.4 -0.2
C 1.329 2.657 3.877 0.4 0.3 -0.2
N 0.667 4.002 3.875 -1.9 1.7 0.5
C -0.795 3.865 4.259 -0.2 -1.0 0.2
C -0.836 3.776 5.786 -0.6 -0.6 0.0
C 0.484 4.388 6.284 -0.6 0.0 0.4
C 1.133 4.920 5.031 1.2 -0.6 -0.4
C 0.712 4.794 2.608 0.6 0.4 -0.4
H 5.506 1.070 3.223 -0.1 0.0 0.0
H 6.001 2.227 4.472 0.0 -0.4 0.2
H 5.397 2.814 3.008 -0.3 -0.1 -0.1
H 3.874 2.525 5.286 -0.1 -0.5 0.3
H 3.495 0.967 4.420 0.1 0.1 0.6
H 2.896 2.488 2.412 0.0 -0.2 0.1
H 3.095 3.804 3.500 0.0 0.0 0.0
H 1.169 2.265 4.881 0.1 -0.1 0.0
H 0.772 2.056 3.158 -0.1 0.0 0.1
H -1.348 4.700 3.837 0.2 0.2 0.1
H -1.192 2.942 3.834 0.1 0.1 -0.3
H -1.746 4.240 6.170 0.3 0.5 0.0
H -1.012 2.746 6.103 0.5 -0.1 -0.1
H 0.235 5.161 7.009 0.4 0.3 -0.2
H 1.136 3.698 6.816 -0.1 -0.2 -0.1
H 0.849 5.936 4.778 -0.2 0.0 0.0
H 2.218 4.844 5.008 0.0 0.3 0.3
H 0.389 5.814 2.811 -0.1 -0.1 0.3
H 0.063 4.433 1.814 0.2 -0.7 0.1
H 1.735 4.890 2.254 0.0 -0.3 -0.1
C 3.144 -0.318 7.627 0.1 0.5 0.1
C 3.039 -1.775 7.199 -0.3 -0.1 0.3
C 4.042 -2.629 7.985 0.4 0.7 0.0
C 3.935 -4.124 7.770 -0.4 -0.1 0.4
N 4.936 -4.905 8.586 0.2 0.0 -0.4
C 4.691 -6.388 8.479 -1.7 -0.4 0.3
C 5.208 -7.051 9.753 0.0 0.2 -0.2
C 5.197 -5.924 10.802 1.0 0.5 -0.4
C 4.737 -4.659 10.080 -0.5 -0.2 -0.4
C 6.341 -4.616 8.163 0.3 -0.1 1.0
H 2.748 -0.150 8.629 0.1 -0.2 0.1
H 2.585 0.381 7.000 0.0 -0.3 -0.2
H 4.179 0.031 7.621 0.0 0.0 0.0
H 3.227 -1.869 6.126 0.0 -0.1 0.0
H 2.018 -2.113 7.399 0.0 -0.1 -0.2
H 3.950 -2.416 9.052 -0.3 0.0 0.0
H 5.028 -2.218 7.742 0.1 -0.4 -0.2
H 3.978 -4.421 6.721 0.5 0.0 0.0
H 2.965 -4.476 8.129 0.0 0.1 0.0
H 4.947 -6.823 7.517 0.5 0.3 0.0
H 3.601 -6.470 8.548 0.0 0.1 -0.2
H 6.205 -7.465 9.625 0.0 -0.1 0.1
H 4.528 -7.848 10.041 0.1 -0.2 -0.1
H 6.230 -5.793 11.121 -0.2 0.1 0.5
H 4.548 -6.092 11.655 0.1 -0.2 0.1
H 5.209 -3.715 10.331 0.2 -0.1 0.2
H 3.659 -4.556 10.212 0.0 0.2 -0.1
H 6.944 -5.361 8.681 0.2 -0.1 -0.4
H 6.685 -3.663 8.559 -0.3 0.2 -0.2
H 6.450 -4.660 7.086 -0.1 -0.2 0.0
C -3.590 3.437 -5.561 -0.1 -0.1 -0.8
C -3.438 2.598 -4.303 -0.3 -0.3 0.0
C -2.891 3.367 -3.112 1.1 -0.3 0.8
C -3.849 4.378 -2.525 -0.8 0.3 -0.4
N -3.310 5.145 -1.357 -0.6 0.0 -0.1
C -2.963 4.220 -0.222 -0.7 0.0 -0.1
C -3.072 5.043 1.062 1.5 -0.2 -0.3
C -3.945 6.246 0.702 -0.4 0.1 -0.3
C -4.382 6.045 -0.768 0.4 0.3 0.9
C -2.176 6.012 -1.814 0.7 -0.3 0.4
H -4.522 4.002 -5.578 0.2 0.4 0.2
H -3.657 2.859 -6.487 0.0 -0.4 0.3
H -2.722 4.075 -5.745 -0.1 0.3 0.3
H -2.808 1.719 -4.484 0.2 0.2 0.0
H -4.409 2.162 -4.035 0.0 0.1 0.0
H -1.901 3.786 -3.329 -0.3 0.4 -0.4
H -2.577 2.691 -2.303 -0.5 -0.3 -0.1
H -4.778 3.898 -2.201 0.2 -0.2 0.3
H -4.216 5.126 -3.233 0.4 0.0 -0.2
H -2.029 3.719 -0.480 0.1 0.1 0.4
H -3.808 3.527 -0.168 0.2 -0.3 -0.4
H -2.064 5.341 1.361 -0.1 0.2 0.1
H -3.421 4.377 1.849 -0.4 0.3 0.1
H -3.425 7.200 0.748 0.2 -0.1 0.4
H -4.815 6.311 1.351 0.0 0.1 -0.1
H -4.352 6.988 -1.305 -0.4 -0.1 -0.2
H -5.367 5.584 -0.787 0.1 -0.2 -0.5
H -1.243 5.446 -1.846 -0.2 -0.3 -0.1
H -1.999 6.802 -1.089 -0.3 0.1 -0.1
H -2.423 6.393 -2.799 0.0 0.2 0.1
C 1.423 2.987 -7.286 -0.2 -1.2 0.0
N 2.360 2.723 -6.137 -0.1 1.2 -0.8
C 3.673 3.386 -6.506 0.2 -0.7 0.2
C 1.838 3.445 -4.917 0.6 0.4 -0.5
C 2.658 1.283 -5.899 0.1 -0.4 0.9
C 1.497 0.311 -6.027 0.2 -0.1 -0.5
O 0.351 0.779 -5.343 -0.1 0.1 0.0
H 1.660 2.274 -8.075 0.1 0.2 -0.1
H 1.535 3.998 -7.660 0.0 0.1 0.2
H 0.416 2.764 -6.943 -0.1 0.3 -0.1
H 3.977 3.004 -7.478 0.0 0.0 0.0
H 4.385 3.072 -5.745 0.2 0.3 -0.1
H 3.580 4.467 -6.550 -0.2 0.0 0.1
H 1.658 4.453 -5.285 -0.1 0.1 0.3
H 2.659 3.477 -4.205 -0.3 -0.1 0.3
H 0.919 3.035 -4.517 0.1 -0.4 0.0
H 3.100 1.274 -4.901 -0.1 -0.1 0.0
H 3.431 0.947 -6.589 0.0 0.2 -0.1
H 1.777 -0.671 -5.630 0.4 0.1 0.1
H 1.359 0.145 -7.101 -0.6 0.1 0.1
H -0.387 0.193 -5.534 -0.1 0.1 -0.2
C 2.074 -2.838 -1.818 0.3 1.2 -0.2
N 1.074 -1.802 -1.356 -1.3 -0.9 0.9
C -0.002 -2.522 -0.603 0.0 -0.4 0.8
C 1.793 -0.924 -0.353 0.0 -0.1 -0.6
C 0.413 -1.089 -2.521 1.0 0.4 -0.4
C 0.107 0.400 -2.293 -0.1 -1.3 0.4
O -0.652 0.538 -1.087 0.4 0.6 -0.6
H 2.576 -3.254 -0.950 -0.1 -0.1 0.0
H 2.795 -2.232 -2.366 0.2 -0.5 -0.2
H 1.649 -3.626 -2.433 -0.3 0.1 0.0
H 0.475 -3.165 0.138 0.0 -0.1 -0.1
H -0.596 -3.136 -1.274 0.1 0.0 -0.1
H -0.640 -1.844 -0.042 0.1 0.3 -0.4
H 2.614 -0.425 -0.861 0.1 0.0 0.1
H 2.157 -1.623 0.393 0.1 0.2 0.2
H 1.095 -0.201 0.052 0.0 0.0 0.0
H -0.468 -1.638 -2.851 0.0 -0.2 0.4
H 1.179 -1.211 -3.290 -0.3 0.5 -0.4
H -0.486 0.736 -3.141 0.2 0.2 -0.1
H 1.070 0.912 -2.274 -0.3 0.5 0.2
H -0.504 1.489 -0.858 0.1 -0.1 0.2
C -1.883 -5.179 -7.635 1.4 -0.2 0.8
N -1.725 -6.112 -6.451 -0.1 0.9 -0.4
C -3.054 -6.754 -6.198 0.5 -0.7 0.5
C -0.665 -7.138 -6.761 -0.2 -0.2 0.9
C -1.377 -5.326 -5.202 -0.1 -0.1 -0.1
C -0.134 -4.473 -5.246 1.3 0.5 0.3
O 1.039 -5.270 -5.353 -0.4 0.1 -0.3
H -0.872 -4.837 -7.855 -0.1 0.0 -0.3
H -2.435 -4.303 -7.309 -0.6 -0.2 -0.4
H -2.253 -5.769 -8.465 -0.4 0.3 -0.1
H -3.317 -7.364 -7.058 -0.2 0.3 -0.1
H -3.769 -5.985 -5.926 -0.2 0.0 -0.4
H -2.955 -7.441 -5.356 0.1 0.1 0.0
H -0.896 -7.665 -7.681 -0.2 0.0 0.0
H -0.677 -7.786 -5.884 0.1 -0.4 -0.3
H 0.310 -6.669 -6.788 -0.1 0.1 -0.3
H -1.337 -6.064 -4.402 0.1 0.1 0.1
H -2.218 -4.651 -5.032 -0.1 -0.1 0.1
H 0.045 -3.898 -4.324 -1.1 -0.2 0.3
H -0.195 -3.669 -5.991 0.0 -0.4 -0.5
H 1.805 -4.699 -5.239 0.2 -0.2 -0.2
C -5.739 -0.995 -0.208 0.2 0.1 0.2
N -5.273 -0.811 -1.607 0.6 0.5 -1.3
C -5.937 0.385 -2.259 -0.6 -0.3 0.7
C -3.800 -0.494 -1.572 0.1 0.1 1.1
C -5.392 -2.087 -2.463 -0.3 0.6 1.4
C -6.798 -2.627 -2.504 -1.0 0.3 -0.4
O -7.606 -1.665 -3.164 0.3 0.1 -0.3
H -5.179 -1.824 0.221 -0.1 0.0 0.1
H -6.806 -1.177 -0.142 0.0 0.0 -0.3
H -5.515 -0.079 0.336 0.0 0.0 0.0
H -5.462 1.275 -1.852 0.3 0.0 -0.4
H -6.978 0.448 -1.956 -0.1 -0.3 -0.2
H -5.883 0.250 -3.332 0.1 0.4 0.0
H -3.693 0.438 -1.021 0.1 0.0 0.0
H -3.292 -0.363 -2.524 -0.6 -0.1 -0.3
H -3.309 -1.283 -1.005 0.1 0.0 -0.1
H -4.729 -2.756 -1.914 0.0 -0.4 -0.5
H -5.005 -1.777 -3.430 -0.1 -0.4 -0.1
H -7.244 -2.761 -1.516 0.5 -0.4 0.2
H -6.813 -3.590 -3.019 0.2 0.0 0.0
H -8.366 -2.065 -3.600 0.0 -0.1 0.1
Br 0.880 3.540 -1.008 -0.5 -0.4 0.0
```
Positions in Å, forces in eV/Å.

Values from the calculation:
- Orbital gap: 7.497 eV
- E_tot: -139224.192 eV
- ΔE to the lowest compared entry with this formula, charge and spin: 0.000 eV
- Total charge: +6

=====

Below is one molecule with the formula C2H8NO2P, with properties calculated with the ωB97M-V functional and the def2-TZVPD basis.

The geometry in XYZ format:
```
14
Properties=species:S:1:pos:R:3:forces:R:3
C -1.938 0.739 0.931 3.1 1.2 -1.1
O -1.257 -0.436 0.423 -0.6 0.5 0.8
P -0.512 -0.356 -1.033 0.9 1.7 0.9
O 1.048 -0.777 -0.615 -1.2 -0.5 -1.2
C 1.862 0.302 -0.323 2.7 1.5 0.5
N 1.844 0.569 1.127 -0.8 0.0 -0.3
H -1.288 1.666 0.739 -1.0 -1.0 -0.5
H -1.926 0.803 1.995 -0.6 -1.0 0.9
H -2.865 0.809 0.430 -1.2 0.4 0.0
H -0.926 -1.577 -1.388 -0.2 -1.9 -0.6
H 2.947 0.105 -0.578 -1.2 -0.6 0.1
H 1.676 1.220 -0.928 -0.6 -0.5 0.5
H 1.193 1.314 1.346 0.1 0.5 -0.2
H 1.315 -0.215 1.499 0.5 -0.4 0.3
```
Positions in Å, forces in eV/Å.

Values from the calculation:
- Orbital gap: 10.352 eV
- E_tot: -17076.927 eV
- ΔE to the lowest compared entry with this formula, charge and spin: 2.462 eV

=====

Below is C35H29F3N3P2Pb as an isolated structure, with properties calculated with the ωB97M-V functional and the def2-TZVPD basis.

The geometry in XYZ format:
```
73
Properties=species:S:1:pos:R:3:forces:R:3
Pb 1.494 -1.728 -1.519 -0.2 0.1 -0.1
N -1.925 0.546 -0.531 -0.1 0.2 0.1
P -0.803 -0.573 0.192 0.0 -0.1 -0.1
C -0.632 -0.103 1.914 0.0 0.1 0.0
C 0.655 0.132 2.398 0.0 0.0 0.0
C 0.842 0.558 3.705 0.0 0.0 0.0
C -0.259 0.767 4.524 0.0 0.0 0.0
C -1.548 0.547 4.045 0.0 0.0 0.0
C -1.738 0.112 2.745 0.0 0.0 0.0
C -1.831 -2.059 0.106 0.0 -0.1 0.1
C -2.233 -2.495 -1.163 0.0 0.0 0.0
C -2.954 -3.670 -1.302 0.0 0.0 0.0
C -3.270 -4.427 -0.180 0.0 0.0 0.0
C -2.869 -4.005 1.081 0.0 0.0 0.0
C -2.148 -2.827 1.229 0.0 0.0 0.0
P -1.662 1.821 -1.522 0.0 -0.1 -0.2
C -3.174 2.416 -2.164 0.1 0.0 0.1
C -3.876 1.674 -3.122 0.0 -0.1 0.0
C -5.089 2.148 -3.583 0.0 0.0 0.0
C -5.601 3.344 -3.085 0.0 0.0 0.0
C -4.905 4.078 -2.133 0.0 0.0 0.0
C -3.684 3.623 -1.668 0.0 0.0 0.0
C -0.603 3.046 -0.843 -0.1 -0.1 0.0
C -0.505 3.216 0.540 0.0 0.0 0.0
C 0.251 4.265 1.040 0.0 0.0 0.0
C 0.892 5.136 0.168 0.0 0.0 0.0
C 0.783 4.972 -1.212 0.0 0.0 0.0
C 0.028 3.935 -1.724 0.0 0.0 0.0
H -2.909 0.354 -0.364 0.0 0.0 0.0
H 1.515 -0.011 1.749 0.0 0.0 0.0
H 1.840 0.736 4.083 0.0 0.0 0.0
H -0.117 1.105 5.542 0.0 0.0 0.0
H -2.400 0.713 4.690 0.0 0.0 0.0
H -2.744 -0.060 2.378 0.0 0.0 0.0
H -2.007 -1.903 -2.046 0.0 0.0 0.0
H -3.274 -3.994 -2.284 0.0 0.0 0.0
H -3.834 -5.344 -0.289 0.0 0.0 0.0
H -3.128 -4.589 1.954 0.0 0.0 0.0
H -1.846 -2.506 2.217 0.0 0.0 0.0
H -3.471 0.749 -3.516 0.0 0.0 0.0
H -5.636 1.594 -4.333 0.0 0.0 0.0
H -6.552 3.710 -3.452 0.0 0.0 0.0
H -5.311 5.008 -1.760 0.0 0.0 0.0
H -3.130 4.202 -0.940 0.0 0.0 0.0
H -1.017 2.546 1.220 0.0 0.0 0.0
H 0.327 4.411 2.109 0.0 0.0 0.0
H 1.471 5.961 0.563 0.0 0.0 0.0
H 1.275 5.664 -1.882 0.0 0.0 0.0
H -0.077 3.822 -2.798 0.0 0.0 0.0
C 1.721 -4.337 2.241 0.0 0.0 0.0
C 3.074 -4.433 2.518 0.0 0.0 0.0
C 3.979 -3.711 1.753 0.0 0.0 0.0
C 3.514 -2.898 0.734 -0.1 0.0 0.0
N 2.192 -2.802 0.479 0.1 0.0 0.0
C 1.321 -3.512 1.208 0.1 0.0 0.0
C 4.427 -2.135 -0.160 0.0 0.0 -0.1
C 5.792 -2.039 0.056 0.0 0.0 0.0
C 6.582 -1.362 -0.861 0.0 0.0 0.0
C 5.995 -0.795 -1.982 -0.1 0.0 0.0
C 4.627 -0.911 -2.125 0.0 -0.1 0.1
N 3.861 -1.554 -1.233 0.1 0.0 0.1
H 0.987 -4.896 2.804 0.0 0.0 0.0
H 3.430 -5.075 3.313 0.0 0.0 0.0
H 5.037 -3.805 1.947 0.0 0.0 0.0
H 0.275 -3.418 0.947 0.0 0.0 0.0
H 6.248 -2.484 0.928 0.0 0.0 0.0
H 7.650 -1.286 -0.703 0.0 0.0 0.0
H 6.576 -0.276 -2.730 0.0 0.0 0.0
H 4.123 -0.492 -2.988 0.0 0.0 0.0
F 2.268 1.767 -2.423 0.0 0.0 0.1
C 2.116 0.991 -1.419 0.1 0.0 0.0
F -0.845 1.210 -2.717 0.0 0.0 0.0
F 2.434 1.639 -0.362 0.0 0.0 -0.1
```
Positions in Å, forces in eV/Å.

Values from the calculation:
- Orbital gap: 7.831 eV
- E_tot: -73191.091 eV
- ΔE to the lowest compared entry with this formula, charge and spin: 0.051 eV
- Total charge: +3

=====

What did the first record say?
Below is a 2-piece molecular cluster, C6H9N2O2 overall, with properties calculated with the ωB97M-V functional and the def2-TZVPD basis.

The geometry in XYZ format:
```
19
Properties=species:S:1:pos:R:3:forces:R:3
C 1.726 -0.535 3.721 -0.5 0.1 4.3
C 0.662 -0.091 2.841 -1.1 1.2 -3.5
C -0.860 1.188 1.893 4.0 1.2 1.0
C 0.256 -0.681 1.624 1.1 0.7 0.5
N 0.059 1.158 2.944 -2.7 -1.4 -1.2
N -0.500 0.260 0.970 -1.8 -0.7 1.4
H -1.472 2.048 1.652 0.1 -0.2 0.1
H 2.698 -0.795 3.349 0.3 0.1 -0.7
H 1.334 -1.469 4.227 0.7 0.9 -0.1
H -0.957 0.177 0.074 0.0 -0.5 -0.1
H 0.475 -1.633 1.161 0.2 0.2 0.0
H 1.872 0.284 4.582 -0.3 -1.8 -1.9
C 0.880 0.030 -3.140 -1.0 -2.3 2.2
C -0.624 -0.346 -3.402 3.5 -0.6 1.2
O -1.091 0.645 -3.939 -3.5 0.6 -1.4
O -0.967 -1.456 -2.897 -1.1 1.1 -0.8
H 1.175 -0.791 -2.439 1.2 0.7 -1.0
H 0.759 0.921 -2.593 -0.1 1.1 1.4
H 1.431 0.425 -3.945 1.0 -0.7 -1.4
```
Positions in Å, forces in eV/Å.

Values from the calculation:
- Orbital gap: 6.952 eV
- E_tot: -13443.198 eV
- ΔE to the lowest compared entry with this formula, charge and spin: 2.565 eV
- Total charge: -1